(1)
Entry from the Open Molecules 2025 dataset: an isolated ion of composition C12H19F3N3O2 and charge +1 (ωB97M-V with the def2-TZVPD basis set).

## Properties
- highest occupied orbital energy (eV) = -13.47
- total charge = +1
- SMILES = CCCCCCc1n[nH]c(COC(F)(F)F)[n+]1CC=O

Geometry (Å):
C (5.109, 0.021, 0.947)
C (4.652, 0.433, -0.465)
C (3.370, 1.273, -0.523)
C (2.158, 0.672, 0.199)
C (1.874, -0.768, -0.225)
C (0.528, -1.302, 0.275)
C (-0.641, -0.655, -0.384)
N (-0.619, 0.038, -1.489)
N (-1.905, 0.399, -1.693)
C (-2.713, -0.029, -0.746)
C (-4.193, 0.231, -0.733)
O (-4.440, 1.509, -1.283)
C (-4.334, 2.571, -0.424)
F (-5.444, 2.732, 0.283)
F (-4.090, 3.649, -1.135)
F (-3.320, 2.374, 0.453)
N (-1.934, -0.698, 0.115)
C (-2.363, -1.374, 1.331)
C (-2.228, -2.888, 1.202)
O (-1.865, -3.411, 0.190)
H (5.297, -1.054, 1.011)
H (6.040, 0.521, 1.222)
H (4.376, 0.272, 1.718)
H (5.445, 1.023, -0.934)
H (4.530, -0.452, -1.098)
H (3.097, 1.417, -1.576)
H (3.566, 2.268, -0.108)
H (2.319, 0.698, 1.284)
H (1.292, 1.313, -0.002)
H (1.934, -0.878, -1.313)
H (2.645, -1.419, 0.203)
H (0.449, -2.381, 0.109)
H (0.454, -1.115, 1.356)
H (-2.143, 0.979, -2.487)
H (-4.695, -0.485, -1.390)
H (-4.610, 0.124, 0.270)
H (-1.786, -1.010, 2.186)
H (-3.417, -1.153, 1.516)
H (-2.396, -3.447, 2.139)

---

(2)
Entry from the Open Molecules 2025 dataset: C12H19GdI2N4O as an isolated structure in a non-equilibrium geometry (ωB97M-V with the def2-TZVPD basis set).

## Properties
- highest occupied orbital energy (alpha / beta) (eV) = 3.05 / -2.34
- total charge = -2
- <S²> = 15.805
- energy above the lowest of the compared OMol25 structures with the same formula, charge and spin (kcal per mole) = 0.0
- multiplicity = 8

Geometry (Å):
C (-2.468, -0.336, -2.516)
I (0.751, 1.240, -1.943)
H (-3.456, -0.828, -2.525)
H (-1.774, -0.863, -3.190)
H (-2.538, 0.713, -2.854)
C (0.333, 4.113, 2.125)
C (-0.883, 4.360, 1.594)
N (-1.266, 3.209, 0.920)
C (-0.346, 2.212, 1.090)
N (0.677, 2.824, 1.766)
H (0.978, 4.750, 2.698)
H (-1.491, 5.246, 1.619)
C (2.241, -3.778, -1.159)
C (0.729, -2.216, -0.458)
N (2.057, -2.490, -0.672)
H (0.718, -5.308, -1.609)
N (0.106, -3.384, -0.829)
H (3.209, -4.170, -1.405)
Gd (-0.130, -0.143, 0.497)
C (-1.791, -0.355, -1.195)
O (-2.313, -0.387, -0.051)
C (1.018, -4.334, -1.256)
C (-1.329, -3.605, -0.883)
H (-1.508, -4.688, -0.973)
H (-1.785, -3.110, -1.757)
H (-1.836, -3.236, 0.022)
C (3.155, -1.572, -0.460)
H (4.067, -2.017, -0.884)
H (3.321, -1.361, 0.612)
H (2.967, -0.602, -0.950)
C (1.967, 2.243, 2.058)
H (2.751, 3.010, 1.950)
H (2.211, 1.408, 1.381)
H (1.995, 1.844, 3.079)
C (-2.453, 3.106, 0.090)
H (-2.182, 2.827, -0.942)
H (-2.962, 4.082, 0.080)
H (-3.145, 2.341, 0.478)
I (0.419, -1.287, 3.167)

---

(3)
Entry from the Open Molecules 2025 dataset: C12H19HfN2O8P2 as an isolated structure in a non-equilibrium geometry (ωB97M-V with the def2-TZVPD basis set).

## Properties
- highest occupied orbital energy (eV) = -12.18
- total charge = +1
- energy above the lowest of the compared OMol25 structures with the same formula, charge and spin (kcal per mole) = 6.0

Geometry (Å):
Hf (-0.150, -1.728, -0.217)
O (-1.593, -4.146, -3.120)
P (-0.929, -3.187, -2.112)
O (-1.786, -2.006, -1.708)
O (-0.417, -3.743, -0.783)
O (0.412, -2.501, -2.725)
P (1.961, -2.703, -2.089)
O (2.785, -1.685, -2.950)
O (2.366, -4.097, -2.123)
O (1.769, -1.962, -0.706)
H (-1.127, -4.973, -3.312)
H (3.347, -2.127, -3.601)
C (-0.114, -1.725, 4.710)
C (-0.899, -0.741, 4.110)
C (-1.004, -0.700, 2.731)
C (-0.334, -1.634, 1.931)
C (0.448, -2.612, 2.558)
C (0.559, -2.662, 3.942)
H (-0.033, -1.760, 5.790)
H (-1.426, -0.019, 4.721)
H (-1.625, 0.071, 2.283)
H (0.984, -3.364, 1.982)
H (1.162, -3.427, 4.415)
C (-2.290, 1.535, -1.984)
N (-1.197, 2.203, -1.275)
C (-1.275, 3.671, -1.227)
C (0.101, 4.259, -1.024)
C (0.758, 3.599, 0.165)
N (0.752, 2.135, -0.001)
C (1.766, 1.377, 0.737)
C (-0.232, 1.533, -0.653)
O (-0.269, 0.242, -0.687)
H (-2.290, 1.872, -3.020)
H (-3.239, 1.810, -1.522)
H (-2.174, 0.457, -1.963)
H (-1.960, 3.961, -0.426)
H (-1.717, 3.997, -2.166)
H (0.031, 5.334, -0.867)
H (0.709, 4.091, -1.915)
H (0.249, 3.855, 1.098)
H (1.797, 3.903, 0.261)
H (2.670, 1.980, 0.766)
H (2.014, 0.457, 0.217)
H (1.440, 1.160, 1.754)

---

(4)
Entry from the Open Molecules 2025 dataset: an isolated ion of composition C12H19N2 and charge +1 in a non-equilibrium geometry (ωB97M-V with the def2-TZVPD basis set).

## Properties
- highest occupied orbital energy (alpha / beta) (eV) = -9.78 / -9.78
- total charge = +1
- energy above the lowest of the compared OMol25 structures with the same formula, charge and spin (kcal per mole) = 134.0

Geometry (Å):
C (-3.392, -1.318, 0.221)
C (-2.514, -2.439, 0.064)
C (-2.846, -0.084, 0.340)
C (-1.172, -2.242, -0.070)
C (-1.475, 0.204, 0.091)
C (-0.612, -0.974, -0.196)
C (-1.046, 1.514, -0.074)
C (1.575, -0.576, 0.617)
C (0.261, 1.733, -0.727)
C (3.060, -0.447, 0.318)
C (0.995, -0.021, 1.844)
C (1.385, -1.625, -1.459)
N (0.744, -0.971, -0.316)
N (-2.071, 2.644, -0.046)
H (-4.382, -1.567, 0.324)
H (-3.004, -3.463, 0.088)
H (-3.644, 0.623, 0.539)
H (-0.409, -3.141, -0.133)
H (0.200, 1.319, -1.642)
H (1.081, 1.420, -0.237)
H (0.359, 2.874, -0.895)
H (3.353, 0.460, -0.326)
H (3.379, -1.275, -0.140)
H (3.656, -0.391, 1.344)
H (0.224, -0.742, 1.990)
H (0.613, 1.072, 1.922)
H (1.814, -0.034, 2.716)
H (0.641, -1.855, -2.340)
H (2.288, -1.237, -1.901)
H (1.836, -2.570, -1.196)
H (-2.699, 2.614, -0.915)
H (-1.453, 3.368, -0.260)
H (-2.634, 2.482, 0.813)

---

(5)
Entry from the Open Molecules 2025 dataset: C12H19N2 as an isolated structure in a non-equilibrium geometry (ωB97M-V with the def2-TZVPD basis set).

## Properties
- highest occupied orbital energy (eV) = -12.06
- total charge = +1
- energy above the lowest of the compared OMol25 structures with the same formula, charge and spin (kcal per mole) = 177.3

Geometry (Å):
C (3.230, 0.684, 0.313)
C (-3.509, -0.134, -0.348)
C (-2.999, 1.415, -0.096)
C (2.520, -0.603, 0.632)
C (0.190, -1.645, 0.450)
C (2.022, 1.744, 0.232)
C (-2.139, -0.741, -0.265)
C (-1.277, -1.443, 0.796)
C (-1.756, -0.110, 1.212)
C (-1.557, 1.078, 0.352)
C (1.187, -0.528, -0.250)
C (1.602, -1.076, -1.659)
N (-0.392, 1.443, -0.147)
N (0.909, 0.925, -0.314)
H (4.093, 0.968, 1.085)
H (3.594, 0.754, -0.707)
H (-4.236, -0.576, 0.484)
H (-4.033, -0.223, -1.207)
H (-2.912, 1.879, -1.016)
H (-3.653, 2.104, 0.526)
H (3.042, -1.534, 0.450)
H (2.311, -0.595, 1.747)
H (0.682, -1.997, 1.317)
H (0.212, -2.480, -0.200)
H (1.610, 2.137, 1.151)
H (2.360, 2.566, -0.320)
H (-1.462, -0.422, -1.017)
H (-1.807, -2.294, 1.423)
H (-2.394, 0.107, 2.052)
H (1.264, -0.400, -2.373)
H (1.189, -2.052, -1.819)
H (2.659, -1.127, -1.740)
H (-0.552, 2.180, -0.742)

---

(6)
Entry from the Open Molecules 2025 dataset: a 2-piece molecular cluster, C12H19N2O7 overall in a non-equilibrium geometry (ωB97M-V with the def2-TZVPD basis set).

## Properties
- highest occupied orbital energy (eV) = -4.85
- total charge = -1

Geometry (Å):
O (-2.570, 2.205, 1.295)
O (-1.369, -0.506, -4.505)
O (0.624, 3.125, 2.251)
O (2.572, -0.729, 0.316)
O (-0.983, -3.235, -1.210)
O (3.878, -2.148, -0.767)
O (-0.651, 1.203, 0.629)
C (-1.346, 2.139, 1.332)
C (-0.675, -1.218, -3.791)
C (-0.606, 3.130, 2.185)
C (2.931, -1.338, -0.711)
C (0.180, -2.842, -1.127)
N (1.134, -3.643, -0.627)
N (-0.295, -0.771, -2.595)
C (-0.249, -2.579, -4.306)
C (0.918, -5.012, -0.170)
C (-2.026, 3.590, 4.238)
C (-0.465, 5.377, 3.429)
C (-1.371, 4.210, 2.993)
C (2.043, -1.224, -1.951)
C (0.561, -1.403, -1.572)
H (-1.300, 0.622, 0.206)
H (2.074, -3.264, -0.538)
H (-0.619, 0.157, -2.390)
H (0.825, -2.701, -4.199)
H (-0.772, -3.352, -3.749)
H (-0.518, -2.652, -5.357)
H (0.485, -5.605, -0.977)
H (0.232, -5.009, 0.677)
H (1.869, -5.450, 0.136)
H (-2.727, 2.799, 3.954)
H (-1.265, 3.156, 4.896)
H (-2.579, 4.350, 4.798)
H (0.027, 5.823, 2.558)
H (-1.054, 6.154, 3.925)
H (0.308, 5.031, 4.124)
H (-2.158, 4.615, 2.349)
H (2.335, -1.968, -2.694)
H (2.190, -0.233, -2.383)
H (0.414, -0.804, -0.675)